# 1
ORCA calculation (ωB97M-V/def2-TZVPD) on a structure of composition C46H46F5LuN13O2.

Calculated values
- Highest occupied orbital energy: -10.55 eV
- Electronic energy: -4377.5828 Eh

```
! wB97M-V def2-TZVPD RIJCOSX def2/J DEFGRID3
* xyz 1 1
Lu -1.28 -0.33 -0.74
N -3.08 0.13 1.14
C -3.63 -0.94 1.99
C -2.97 -2.28 1.68
N -1.54 -2.09 1.40
C -0.73 -1.81 2.58
C 0.68 -1.46 2.12
N 0.64 -0.25 1.28
H -2.63 0.81 1.76
H -3.85 0.65 0.71
H -4.71 -1.05 1.83
H -3.49 -0.68 3.04
H -3.41 -2.71 0.78
H -3.14 -2.96 2.52
H -1.21 -2.98 1.02
H -0.68 -2.67 3.27
H -1.15 -0.97 3.12
H 1.06 -2.28 1.51
H 1.33 -1.34 2.99
H 1.56 -0.13 0.86
H 0.49 0.56 1.87
C 3.47 3.07 -2.42
N 2.27 2.25 -2.48
C 1.35 1.94 -1.55
N 0.57 0.96 -2.02
C 1.08 0.71 -3.25
N 2.10 1.46 -3.55
C 4.59 2.20 -1.90
C 5.53 1.65 -2.77
C 6.46 0.74 -2.30
C 6.47 0.36 -0.97
C 5.55 0.93 -0.09
C 4.61 1.84 -0.56
C 5.56 0.53 1.31
N 6.31 -0.37 1.85
N 5.98 -0.42 3.17
C 5.08 0.48 3.38
O 4.74 1.11 2.23
C 4.47 0.82 4.66
C 4.62 -0.07 5.72
C 4.05 0.22 6.95
C 3.37 1.42 7.13
C 3.25 2.33 6.09
C 2.57 3.67 6.33
N 1.54 3.99 5.37
C 0.23 3.72 5.41
N -0.35 4.12 4.29
C 0.68 4.65 3.59
N 1.84 4.58 4.20
C 3.79 2.02 4.84
H 3.31 3.94 -1.78
H 3.66 3.40 -3.44
H 1.25 2.43 -0.60
H 0.69 -0.02 -3.93
H 5.50 1.92 -3.82
H 7.17 0.30 -2.99
H 7.18 -0.36 -0.59
H 3.89 2.26 0.13
H 5.17 -0.99 5.56
H 4.15 -0.47 7.77
H 2.95 1.65 8.10
H 3.31 4.47 6.26
H 2.13 3.69 7.32
H -0.27 3.27 6.25
H 0.56 5.11 2.62
H 3.72 2.73 4.03
C -1.97 -0.82 -5.49
C -1.63 -1.72 -4.30
C -2.87 -2.40 -3.77
C -3.26 -3.61 -4.31
C -4.39 -4.26 -3.86
C -5.16 -3.68 -2.87
C -4.82 -2.45 -2.31
C -5.70 -1.89 -1.22
C -7.06 -1.43 -1.76
C -3.65 -1.81 -2.75
N -3.18 -0.63 -2.11
C -3.89 0.45 -2.18
C -3.46 1.68 -1.61
C -4.10 2.93 -1.68
C -3.25 3.84 -1.05
C -2.14 3.11 -0.63
N -2.24 1.81 -0.95
H -1.07 -0.33 -5.88
H -2.68 -0.05 -5.20
H -2.41 -1.41 -6.29
H -1.17 -1.13 -3.51
H -0.91 -2.48 -4.61
H -2.66 -4.05 -5.10
H -4.67 -5.23 -4.27
H -6.05 -4.19 -2.51
H -5.21 -1.06 -0.72
H -5.87 -2.68 -0.48
H -6.93 -0.59 -2.46
H -7.71 -1.11 -0.95
H -7.55 -2.23 -2.30
H -4.83 0.47 -2.73
H -5.04 3.14 -2.16
H -3.42 4.89 -0.91
H -1.25 3.49 -0.15
O -1.54 2.59 -3.84
C -1.61 1.57 -3.36
F -1.75 -3.10 -1.19
C -0.41 -3.19 -1.50
C 0.31 -2.03 -1.28
C 1.66 -2.17 -1.53
F 2.48 -1.11 -1.29
C 2.25 -3.34 -1.98
F 3.57 -3.41 -2.19
C 1.46 -4.45 -2.22
F 1.99 -5.58 -2.67
C 0.09 -4.39 -1.97
F -0.69 -5.44 -2.18
*
```



# 2
ORCA calculation (ωB97M-V/def2-TZVPD) on a structure of composition C46H47AuBrF4Ge2PSi.

Calculated values
- Highest occupied orbital energy (alpha / beta): -12.87 / -12.87 eV
- Electronic energy: -9674.3350 Eh

```
! wB97M-V def2-TZVPD RIJCOSX def2/J DEFGRID3
* xyz 2 1
Au -0.51 0.41 0.04
F -4.77 6.82 -0.86
C -3.80 5.96 -0.67
C -2.52 6.24 -1.13
F -2.28 7.38 -1.75
C -1.51 5.32 -0.93
F -0.30 5.68 -1.38
C -1.72 4.10 -0.28
P -0.36 2.89 -0.08
C 0.44 3.50 1.42
C 0.30 2.76 2.59
C 0.79 3.25 3.79
C 1.45 4.47 3.82
C 1.61 5.21 2.65
C 1.10 4.73 1.46
C 0.70 3.19 -1.52
C 2.05 3.51 -1.41
C 2.82 3.65 -2.55
C 2.25 3.48 -3.80
C 0.91 3.15 -3.92
C 0.14 3.00 -2.78
C -3.00 3.88 0.21
Br -3.39 2.39 1.28
C -4.03 4.78 0.02
F -5.24 4.55 0.49
H -0.21 1.80 2.57
H 0.66 2.68 4.70
H 1.83 4.86 4.76
H 2.12 6.16 2.68
H 1.21 5.32 0.56
H 2.49 3.66 -0.43
H 3.87 3.92 -2.46
H 2.86 3.61 -4.69
H 0.46 3.02 -4.89
H -0.91 2.74 -2.87
C -2.71 -0.31 -2.60
C -3.89 -0.13 -1.64
Ge -3.66 -1.06 0.05
C -4.82 -0.58 1.53
C -4.15 -0.75 2.90
C -3.43 -2.97 -0.21
C -2.16 -3.40 -0.15
Ge -1.24 -1.80 0.57
C 1.14 -1.83 -2.94
C 2.28 -1.22 -3.76
C -0.74 -2.25 2.41
C 0.51 -3.12 2.60
C -1.65 -4.77 -0.34
C -2.53 -5.82 -0.65
C -2.05 -7.11 -0.81
C -0.69 -7.38 -0.69
C 0.19 -6.35 -0.39
C -0.30 -5.07 -0.21
H -2.93 0.14 -3.57
H -2.48 -1.36 -2.77
H -1.81 0.18 -2.21
H -4.80 -0.54 -2.08
H -4.08 0.93 -1.43
H -5.69 -1.24 1.45
H -5.17 0.43 1.38
H -3.78 -1.77 3.04
H -4.85 -0.54 3.70
H -3.30 -0.07 3.01
H -4.26 -3.65 -0.34
H 0.44 -1.05 -2.61
H 0.57 -2.53 -3.55
H 3.09 -1.94 -3.91
H 2.70 -0.34 -3.28
H 1.92 -0.92 -4.74
H -1.60 -2.79 2.81
H -0.66 -1.31 2.96
H 0.36 -4.12 2.18
H 0.73 -3.25 3.66
H 1.40 -2.70 2.13
H -3.59 -5.63 -0.75
H -2.74 -7.91 -1.05
H -0.33 -8.39 -0.82
H 1.24 -6.56 -0.28
H 0.39 -4.27 0.05
C 3.37 -4.37 -1.45
C 4.01 -3.54 -0.51
C 3.54 -2.27 -0.15
C 2.40 -1.76 -0.72
C 1.65 -2.60 -1.68
C 2.23 -3.90 -2.03
Si 1.83 0.01 -0.24
C 2.64 0.52 1.34
C 3.61 1.53 1.34
C 4.22 1.94 2.52
C 3.88 1.34 3.72
C 2.93 0.32 3.74
C 2.32 -0.08 2.56
H 3.78 -5.33 -1.71
H 4.93 -3.90 -0.05
H 4.10 -1.69 0.58
H 0.73 -2.85 -1.13
H 1.72 -4.49 -2.78
H 2.23 0.84 -1.39
H 3.91 1.99 0.41
H 4.98 2.71 2.49
H 4.34 1.67 4.64
H 2.68 -0.16 4.67
H 1.57 -0.86 2.60
*
```



> Look up the electronic energy of the second one.

-9674.3350 Eh